i) # C2H6IN2

A gas-phase ion, C2H6IN2 (charge +1) (ωB97M-V/def2-TZVPD, OMol25).

XYZ file:
```
11
Properties=species:S:1:pos:R:3
C -0.139 0.956 0.119
C -0.825 -0.298 0.476
N 1.130 0.882 -0.535
N -0.100 -1.418 -0.087
I 2.217 2.506 -1.060
H -0.450 2.058 0.315
H -1.813 -0.189 0.343
H -0.563 -0.455 1.433
H -0.648 -1.694 -0.903
H 1.435 -0.119 -0.597
H -0.244 -2.229 0.495
```

Properties
* lowest unoccupied orbital energy: -0.1948 hartree
* Kohn-Sham gap: 9.057 eV
* net charge: +1

Okay, here come the Mulliken numbers, in e, for every atom: C 0.06; C -0.44; N -0.43; N -0.65; I 0.40; H 0.39; H 0.43; H 0.34; H 0.21; H 0.40; H 0.28

ii) # C2H6IN2

2 unconnected molecules or ions with the total composition C2H6IN2 (ωB97M-V/def2-TZVPD, OMol25).

XYZ file:
```
11
Properties=species:S:1:pos:R:3
C -1.517 -0.249 -0.253
C 0.468 -0.567 0.940
N -1.858 0.849 -0.859
N 1.496 -0.674 0.076
I -2.760 -1.902 -0.367
H -0.065 -1.395 1.419
H 0.280 0.228 1.590
H -2.699 0.852 -1.388
H 1.833 -1.423 -0.468
H 2.052 0.117 -0.270
H -1.179 1.589 -0.806
```

Properties
* lowest unoccupied orbital energy: -0.1431 hartree
* Kohn-Sham gap: 9.277 eV
* net charge: +1

Okay, here come the Mulliken numbers, in e, for every atom: C -0.05; C -0.33; N -0.26; N -0.29; I 0.19; H 0.36; H 0.39; H 0.24; H 0.24; H 0.26; H 0.25

Structures ranked by computed energy, the most stable listed first: i), ii).

i) # C5H8N3

A gas-phase ion, C5H8N3 (charge +1) (ωB97M-V/def2-TZVPD, OMol25).

XYZ file:
```
16
Properties=species:S:1:pos:R:3
C 0.427 -1.340 -0.254
C 1.713 -1.004 -0.155
C 1.507 1.338 0.070
C -0.762 -0.564 0.041
C -0.748 0.763 0.007
N 2.226 0.261 0.250
N -1.908 -1.248 0.183
N -1.522 1.790 -0.141
H 0.342 -2.409 -0.607
H 2.543 -1.778 -0.315
H 1.662 2.380 0.633
H 3.130 0.362 0.629
H -1.819 -2.218 0.588
H -2.728 -0.802 0.447
H -1.341 2.596 0.372
H -2.025 2.092 -0.951
```

Properties
* lowest unoccupied orbital energy: -0.1537 hartree
* Kohn-Sham gap: 8.172 eV
* net charge: +1

Okay, here come the Mulliken numbers, in e, for every atom: C -0.59; C -0.26; C -0.33; C 0.90; C -0.02; N -0.02; N -0.50; N -0.33; H 0.30; H 0.32; H 0.26; H 0.27; H 0.26; H 0.24; H 0.26; H 0.25

ii) # C5H8N3

A gas-phase ion, C5H8N3 (charge +1) (ωB97M-V/def2-TZVPD, OMol25).

XYZ file:
```
16
Properties=species:S:1:pos:R:3
C -2.911 -0.033 0.021
C -1.500 -0.393 -0.011
C 0.761 -0.203 -0.137
C 0.395 -1.666 0.189
C -0.586 1.849 0.168
N -4.065 -0.017 -0.035
N -0.482 0.488 -0.020
N -0.972 -1.651 -0.143
H 1.621 0.112 0.424
H 1.091 0.054 -1.152
H 1.036 -2.381 -0.414
H 0.731 -2.002 1.214
H 0.169 2.157 0.802
H -0.317 2.326 -0.831
H -1.685 2.079 0.192
H -1.751 -2.432 -0.004
```

Properties
* lowest unoccupied orbital energy: -0.1951 hartree
* Kohn-Sham gap: 9.185 eV
* net charge: +1

Okay, here come the Mulliken numbers, in e, for every atom: C -0.30; C 0.87; C -0.62; C -0.51; C -0.83; N -0.22; N 0.08; N -0.18; H 0.42; H 0.36; H 0.31; H 0.30; H 0.34; H 0.37; H 0.25; H 0.35

iii) # C5H8N3

2 unconnected molecules or ions with the total composition C5H8N3 (ωB97M-V/def2-TZVPD, OMol25).

XYZ file:
```
16
Properties=species:S:1:pos:R:3
C 1.967 1.150 -0.286
C -3.669 0.283 0.940
C 2.573 -1.780 -0.925
C -1.246 0.278 0.751
C 0.745 0.749 -0.334
N -2.506 -0.034 0.610
N 1.377 -1.721 -0.714
N -0.522 0.498 -0.398
H 2.299 2.156 0.166
H 2.782 0.547 -0.580
H -4.605 -0.291 0.589
H -4.061 1.046 1.599
H 3.082 -2.637 -1.190
H 3.386 -0.931 -0.720
H -0.754 0.177 1.811
H -0.848 0.510 -1.319
```

Properties
* lowest unoccupied orbital energy (alpha / beta): -0.1853 / -0.1780 hartree
* Kohn-Sham gap (alpha / beta): 6.523 / 8.497 eV
* net charge: +1

Okay, here come the Mulliken numbers, in e, for every atom: C -0.69; C -0.12; C -0.12; C 0.10; C 0.71; N -0.27; N -0.38; N -0.11; H 0.24; H 0.01; H 0.23; H 0.27; H 0.37; H 0.18; H 0.34; H 0.24

Structures ranked by computed energy, the most stable listed first: ii), i), iii).

i) # C5H8N3

A gas-phase ion, C5H8N3 (charge +1) (ωB97M-V/def2-TZVPD, OMol25).

XYZ file:
```
16
Properties=species:S:1:pos:R:3
C 0.871 1.454 0.310
C 2.333 -0.634 0.012
C -0.134 -0.421 -0.159
C 2.263 0.834 0.313
C -2.530 -0.392 -0.100
N -0.271 0.916 0.026
N 1.128 -1.053 -0.289
N -1.273 -1.084 -0.168
H 0.821 2.537 0.198
H 2.743 1.597 -0.183
H 2.577 0.849 1.367
H -2.309 0.686 -0.477
H -2.901 -0.155 0.865
H -3.236 -1.043 -0.605
H 1.027 -2.049 -0.571
H -1.110 -2.043 -0.540
```

Properties
* lowest unoccupied orbital energy: -0.1939 hartree
* Kohn-Sham gap: 8.130 eV
* net charge: +1

Okay, here come the Mulliken numbers, in e, for every atom: C -0.17; C -0.41; C 0.46; C -0.26; C -0.75; N -0.37; N -0.04; N -0.11; H 0.42; H 0.39; H 0.32; H 0.34; H 0.30; H 0.34; H 0.25; H 0.29

ii) # C5H8N3

A gas-phase ion, C5H8N3 (charge +1) (ωB97M-V/def2-TZVPD, OMol25).

XYZ file:
```
16
Properties=species:S:1:pos:R:3
C 0.282 1.620 1.319
C -1.024 -0.317 1.607
C -1.610 0.471 -0.885
C 1.425 -0.375 1.374
C -0.134 0.161 -0.599
N 0.580 2.618 1.716
N -1.864 -0.793 2.207
N 0.150 0.207 1.050
H -1.596 1.540 -1.221
H -2.133 -0.243 -1.661
H -2.294 0.447 0.001
H 1.676 -0.340 2.407
H 1.582 -1.305 1.058
H 2.189 0.278 1.003
H 0.590 0.771 -1.148
H 0.174 -0.831 -0.785
```

Properties
* lowest unoccupied orbital energy: -0.1555 hartree
* Kohn-Sham gap: 13.328 eV
* net charge: +1

Okay, here come the Mulliken numbers, in e, for every atom: C 0.27; C 0.32; C -0.96; C -0.96; C -0.40; N -0.21; N -0.27; N 0.02; H 0.34; H 0.33; H 0.35; H 0.42; H 0.47; H 0.43; H 0.46; H 0.40

Structures ranked by computed energy, the most stable listed first: i), ii).

i) # C6H7NO

2 unconnected molecules or ions with the total composition C6H7NO (ωB97M-V/def2-TZVPD, OMol25).

XYZ file:
```
15
Properties=species:S:1:pos:R:3
C 1.752 -1.394 -0.205
C -2.411 0.458 -0.786
C 1.005 -0.298 0.520
C -3.682 0.544 -0.471
O -1.646 0.791 -1.734
N 0.698 -0.272 1.751
C 1.198 1.109 -0.170
C 2.214 1.864 -0.068
H 0.477 -1.202 2.103
H 1.970 -1.131 -1.240
H 2.753 -1.524 0.209
H 1.211 -2.331 -0.083
H -4.223 1.481 -0.506
H -4.354 -0.091 0.078
H 3.039 1.995 0.602
```

Properties
* lowest unoccupied orbital energy (alpha / beta): -0.0187 / -0.0187 hartree
* Kohn-Sham gap (alpha / beta): 8.810 / 8.809 eV
* net charge: 0

Okay, here come the Mulliken numbers, in e, for every atom: C -1.11; C 0.67; C 0.83; C -0.79; O -0.39; N -0.63; C -0.46; C -0.22; H 0.26; H 0.35; H 0.31; H 0.34; H 0.24; H 0.26; H 0.34

ii) # C6H7NO

C6H7NO in the gas phase (ωB97M-V/def2-TZVPD, OMol25).

XYZ file:
```
15
Properties=species:S:1:pos:R:3
C -0.192 1.803 0.053
C 0.394 0.313 -0.325
C 1.768 0.184 -0.238
C 1.804 -1.323 -0.030
C -0.326 -0.984 -0.223
C -1.685 -1.269 -0.018
H -0.690 2.106 -0.879
H -0.861 1.894 1.039
H 0.683 2.478 0.522
H 2.559 0.994 0.200
H 2.673 -1.879 -0.160
H -2.181 -2.293 0.180
H -2.091 0.430 -0.124
N 0.703 -1.958 0.136
O -2.560 -0.497 -0.132
```

Properties
* lowest unoccupied orbital energy: 0.0144 hartree
* Kohn-Sham gap: 8.833 eV
* net charge: 0

Okay, here come the Mulliken numbers, in e, for every atom: C -1.37; C 0.81; C -0.63; C -0.26; C -0.11; C 0.09; H 0.42; H 0.33; H 0.30; H 0.23; H 0.48; H 0.34; H 0.31; N -0.59; O -0.35

Structures ranked by computed energy, the most stable listed first: ii), i).

i) # C6H7NO

C6H7NO in the gas phase (ωB97M-V/def2-TZVPD, OMol25).

XYZ file:
```
15
Properties=species:S:1:pos:R:3
C -1.143 0.171 0.360
C -0.340 1.396 -0.268
C 1.061 1.337 -0.212
C 1.566 0.059 0.368
C 0.835 -0.965 -0.478
C -0.429 -1.181 0.249
H -2.443 -1.349 -0.471
H -1.883 0.627 1.136
H -0.947 2.227 -0.545
H 1.656 2.260 -0.411
H 1.255 0.065 1.417
H 0.627 -0.747 -1.540
H -0.466 -1.916 1.087
N -1.534 -0.888 -0.524
O 2.184 -1.097 -0.169
```

Properties
* lowest unoccupied orbital energy: 0.0347 hartree
* Kohn-Sham gap: 9.536 eV
* net charge: 0

Okay, here come the Mulliken numbers, in e, for every atom: C -0.13; C -0.41; C -0.65; C 0.07; C -0.20; C -0.17; H 0.24; H 0.36; H 0.42; H 0.36; H 0.29; H 0.43; H 0.42; N -0.58; O -0.44

ii) # C6H7NO

A molecular structure, C6H7NO (ωB97M-V/def2-TZVPD, OMol25).

XYZ file:
```
15
Properties=species:S:1:pos:R:3
C 0.752 1.299 0.041
C 0.248 0.272 -1.142
C 1.204 -0.541 -0.341
C 0.799 0.069 0.831
C -0.800 -0.316 0.874
C -1.085 -0.269 -0.674
H 0.311 0.409 -2.135
H 0.887 -1.607 -0.295
H 2.324 -0.225 -0.654
H 1.184 -0.150 1.967
H -1.056 -0.922 1.689
H -2.914 0.457 0.696
H -1.555 -1.338 -0.973
N -1.888 0.611 0.310
O 1.590 2.250 -0.194
```

Properties
* lowest unoccupied orbital energy: 0.0299 hartree
* Kohn-Sham gap: 9.821 eV
* net charge: 0

Okay, here come the Mulliken numbers, in e, for every atom: C 0.56; C -0.67; C -0.37; C -0.39; C -0.32; C -0.12; H 0.56; H 0.31; H 0.26; H 0.36; H 0.48; H 0.27; H 0.28; N -0.63; O -0.60

iii) # C6H7NO

C6H7NO in the gas phase (ωB97M-V/def2-TZVPD, OMol25).

XYZ file:
```
15
Properties=species:S:1:pos:R:3
C -1.502 0.636 0.282
C 1.249 0.124 0.086
C 0.683 1.493 -0.232
C 2.420 -0.892 -0.336
C 1.178 -1.092 0.515
C -2.634 0.020 0.581
N -0.748 1.406 -0.258
O -3.016 -1.122 -0.055
H 1.009 1.851 -1.213
H 1.095 2.205 0.534
H 2.387 -1.240 -1.372
H 3.354 -0.728 0.077
H 0.524 -1.824 0.998
H -3.417 0.341 1.318
H -2.582 -1.178 -0.923
```

Properties
* lowest unoccupied orbital energy: 0.0272 hartree
* Kohn-Sham gap: 8.596 eV
* net charge: 0

Okay, here come the Mulliken numbers, in e, for every atom: C 0.45; C -0.06; C -0.23; C -0.69; C -0.12; C -0.39; N -0.41; O -0.51; H 0.28; H 0.24; H 0.19; H 0.27; H 0.36; H 0.30; H 0.30

Structures ranked by computed energy, the most stable listed first: iii), i), ii).

i) # C6H7NO

C6H7NO in the gas phase (ωB97M-V/def2-TZVPD, OMol25).

XYZ file:
```
15
Properties=species:S:1:pos:R:3
C 1.365 0.800 0.007
C 0.150 0.244 0.010
C -0.316 -1.147 0.123
C -1.813 -1.000 0.115
C -2.137 0.293 -0.099
C -0.959 1.228 0.033
H 3.531 0.541 0.183
H 2.677 -0.874 -0.023
H 1.491 1.858 -0.104
H -0.014 -1.898 -0.652
H 0.016 -1.529 1.099
H -2.495 -1.778 -0.370
H -3.101 0.672 -0.343
N 2.604 0.136 -0.082
O -0.999 2.453 0.102
```

Properties
* lowest unoccupied orbital energy: 0.0147 hartree
* Kohn-Sham gap: 9.007 eV
* net charge: 0

Okay, here come the Mulliken numbers, in e, for every atom: C -0.02; C -0.17; C -0.25; C -0.51; C -0.42; C 0.40; H 0.22; H 0.21; H 0.39; H 0.27; H 0.25; H 0.25; H 0.45; N -0.45; O -0.64

ii) # C6H7NO

C6H7NO in the gas phase (ωB97M-V/def2-TZVPD, OMol25).

XYZ file:
```
15
Properties=species:S:1:pos:R:3
C -0.998 1.595 -1.176
C -0.168 1.503 -0.120
C -0.248 0.475 0.909
C 2.300 -1.502 -0.142
C -1.342 -0.481 0.759
C -2.175 -1.321 0.444
H -1.074 2.482 -1.816
H -1.733 0.724 -1.461
H 0.777 2.143 -0.104
H -0.316 0.927 1.901
H 2.851 -1.621 0.857
H 2.733 -1.997 -1.033
H -2.895 -1.995 0.168
N 1.293 -0.767 -0.221
O 0.995 -0.164 1.036
```

Properties
* lowest unoccupied orbital energy: 0.0420 hartree
* Kohn-Sham gap: 10.688 eV
* net charge: 0

Okay, here come the Mulliken numbers, in e, for every atom: C -0.58; C -0.35; C 0.61; C -0.30; C -0.79; C 0.15; H 0.28; H 0.12; H 0.28; H 0.19; H 0.25; H 0.27; H 0.46; N -0.40; O -0.20

Structures ranked by computed energy, the most stable listed first: i), ii).